{
  "formula": "C51H67N3O6S3Si2Sr",
  "method": "ωB97M-V with the def2-TZVPD basis set",
  "homo_lumo_gap_ev": 5.976,
  "e_tot_ha": -4404.0038,
  "total_charge": -2,
  "fmax_ev_per_a": 3.1,
  "homo_ev": -2.10,
  "relative_energy_kj_mol": 92.28,
  "symbols": ["Sr", "C", "C", "N", "N", "C", "S", "S", "C", "C", "C", "C", "C", "C", "C", "C", "C", "C", "C", "C", "C", "O", "H", "H", "H", "H", "H", "H", "H", "H", "H", "H", "H", "H", "H", "H", "C", "C", "C", "C", "O", "Si", "S", "O", "C", "C", "C", "C", "O", "C", "C", "C", "C", "H", "H", "H", "H", "H", "H", "H", "H", "H", "H", "H", "H", "H", "H", "H", "H", "H", "H", "H", "H", "H", "H", "H", "H", "H", "H", "H", "C", "Si", "C", "C", "N", "C", "C", "C", "C", "C", "C", "O", "C", "C", "C", "C", "C", "C", "H", "H", "H", "H", "H", "H", "H", "H", "H", "H", "H", "H", "H", "H", "H", "H", "H", "H", "C", "C", "O", "C", "C", "C", "C", "C", "C", "H", "H", "H", "H", "H", "H", "H", "H"],
  "positions_angstrom": [[-0.5293, 0.1590, -0.7649], [-2.5060, -2.5342, -4.3428], [-1.8951, -1.4321, -3.5028], [-1.5619, -1.6600, -2.2744], [-1.7696, -2.9597, -1.8580], [-1.6037, -3.2479, -0.6087], [-1.2238, -2.3369, 0.7629], [-1.8857, -5.0062, -0.2350], [-2.7085, -5.6128, -1.7401], [-4.1968, -5.3739, -1.8087], [-4.8240, -4.3589, -1.0918], [-6.1920, -4.1549, -1.2041], [-6.9548, -4.9576, -2.0395], [-6.3380, -5.9610, -2.7721], [-4.9713, -6.1649, -2.6557], [-1.6905, -0.1207, -4.1147], [-1.4774, -0.0259, -5.4965], [-1.2866, 1.1815, -6.1329], [-1.3487, 2.3578, -5.3775], [-1.5846, 2.3062, -4.0279], [-1.7316, 1.0761, -3.3243], [-1.9354, 1.0677, -2.0610], [-3.2090, -3.0996, -3.7337], [-1.7313, -3.2232, -4.6918], [-3.0291, -2.1206, -5.2018], [-2.4839, -6.6790, -1.8029], [-2.2110, -5.0843, -2.5550], [-4.2380, -3.7254, -0.4392], [-6.6586, -3.3586, -0.6378], [-8.0237, -4.8019, -2.1246], [-6.9231, -6.5833, -3.4396], [-4.4935, -6.9496, -3.2332], [-1.4060, -0.9389, -6.0773], [-1.0869, 1.2185, -7.1972], [-1.2051, 3.3160, -5.8660], [-1.6504, 3.2151, -3.4414], [1.7560, -1.1743, 2.5042], [1.7696, 0.3358, 2.2575], [2.3923, 1.0548, 3.4596], [2.5876, 0.6740, 1.0121], [0.4262, 0.7608, 1.9978], [-0.7614, 1.2650, 3.0388], [-2.5571, 1.2231, 2.0580], [-0.5950, 0.2817, 4.3746], [-1.4462, -0.3278, 5.3307], [-0.6247, -0.3962, 6.6231], [-1.7988, -1.7335, 4.8387], [-2.7342, 0.4484, 5.6147], [-0.1831, 2.7245, 3.5693], [-0.5911, 4.0276, 3.9219], [-2.1074, 4.2174, 3.9530], [0.0148, 4.9942, 2.8968], [-0.0061, 4.3080, 5.3115], [2.7694, -1.5467, 2.6787], [1.3232, -1.6881, 1.6435], [1.1348, -1.3872, 3.3750], [3.4295, 0.7352, 3.5861], [1.8339, 0.8284, 4.3675], [2.3668, 2.1324, 3.2985], [3.6332, 0.3874, 1.1517], [2.5445, 1.7478, 0.8222], [2.1860, 0.1568, 0.1374], [0.2762, -0.9919, 6.4616], [-1.2107, -0.8350, 7.4342], [-0.3212, 0.6138, 6.9062], [-0.9001, -2.3501, 4.7674], [-2.2416, -1.6587, 3.8438], [-2.5111, -2.2128, 5.5145], [-2.4935, 1.4562, 5.9607], [-3.3142, -0.0656, 6.3853], [-3.3227, 0.5343, 4.7052], [-2.5469, 3.8082, 3.0456], [-2.3444, 5.2818, 4.0309], [-2.5479, 3.6905, 4.8010], [-0.5408, 4.9284, 1.9591], [1.0523, 4.7135, 2.7068], [-0.0180, 6.0250, 3.2587], [-0.4316, 3.6074, 6.0330], [-0.2292, 5.3292, 5.6299], [1.0762, 4.1649, 5.2910], [1.6127, -1.1928, -3.8806], [2.6648, 0.1701, -3.1118], [4.2288, -0.7201, -2.4253], [3.3247, 1.1882, -4.5929], [1.7742, 1.1161, -2.0209], [2.2919, 2.2168, -1.4297], [3.6768, 2.5300, -1.3852], [4.1833, 3.6400, -0.7378], [3.3354, 4.5183, -0.0766], [1.9723, 4.2512, -0.0951], [1.4595, 3.1588, -0.7695], [0.0895, 2.8986, -0.7299], [-0.7794, 3.9467, -0.8728], [-2.0199, 3.8600, -0.2537], [-2.9258, 4.9003, -0.3645], [-2.6157, 6.0376, -1.0993], [-1.3961, 6.1029, -1.7575], [-0.4815, 5.0673, -1.6476], [2.2273, -2.0477, -4.1766], [1.0874, -0.8249, -4.7613], [0.8644, -1.5451, -3.1703], [4.1651, -1.8036, -2.5589], [4.3459, -0.5360, -1.3533], [5.1397, -0.3742, -2.9225], [3.9542, 0.5885, -5.2572], [3.9127, 2.0448, -4.2524], [2.4868, 1.5775, -5.1781], [4.3554, 1.8402, -1.8739], [5.2537, 3.8201, -0.7399], [3.7180, 5.3904, 0.4385], [1.2886, 4.9096, 0.4263], [-2.2680, 2.9727, 0.3159], [-3.8809, 4.8195, 0.1404], [-3.3201, 6.8587, -1.1646], [-1.1510, 6.9680, -2.3626], [0.4663, 5.1144, -2.1681], [1.6058, -4.1122, -1.6737], [2.2204, -3.1500, -0.6942], [1.8171, -2.0182, -0.5635], [3.3812, -3.6231, 0.1215], [3.8505, -4.9345, 0.0882], [4.9559, -5.3023, 0.8385], [5.6042, -4.3672, 1.6331], [5.1304, -3.0623, 1.6878], [4.0285, -2.6950, 0.9383], [0.8514, -3.5891, -2.2559], [1.1201, -4.9240, -1.1299], [2.3636, -4.5284, -2.3405], [3.3479, -5.6737, -0.5213], [5.3157, -6.3236, 0.8057], [6.4728, -4.6555, 2.2125], [5.6255, -2.3334, 2.3175], [3.6395, -1.6851, 0.9595]],
  "atomic_forces_ev_per_a": [[2.03, -0.39, 2.33], [-0.06, 0.17, 0.02], [-0.16, -0.59, 0.12], [0.16, 0.15, 0.03], [-0.13, -0.60, -0.28], [-0.23, -0.16, -0.30], [0.00, -0.04, 0.14], [-0.03, 0.08, -0.09], [0.25, 0.26, 0.32], [-0.03, -0.01, -0.07], [0.03, 0.00, 0.01], [0.01, -0.01, -0.03], [-0.07, 0.01, -0.02], [-0.03, -0.03, -0.04], [0.02, 0.01, 0.04], [-0.01, 0.32, 0.20], [0.08, -0.03, 0.07], [0.04, 0.02, -0.13], [-0.01, -0.09, -0.02], [0.00, 0.10, 0.11], [-0.29, 0.04, -0.72], [-1.57, 1.11, -1.28], [0.05, -0.06, -0.03], [-0.02, -0.04, 0.03], [0.04, 0.01, -0.04], [-0.04, 0.00, -0.05], [-0.03, -0.07, -0.11], [0.03, -0.01, 0.01], [0.01, 0.00, 0.00], [0.01, 0.02, 0.00], [0.01, -0.02, 0.02], [0.01, -0.01, 0.01], [-0.05, -0.01, -0.01], [0.00, -0.02, 0.01], [-0.03, 0.02, 0.03], [0.02, -0.02, 0.02], [-0.25, 0.19, 0.15], [0.53, -0.17, 0.15], [-0.29, 0.04, -0.06], [-0.42, -0.01, 0.40], [0.34, -0.15, -0.31], [-0.68, 0.04, -0.09], [0.31, -0.14, 0.15], [-0.10, 0.08, 0.11], [0.09, -0.26, 0.16], [0.00, 0.00, -0.16], [0.05, 0.19, -0.09], [0.24, 0.16, -0.26], [-0.12, 0.13, 0.09], [0.11, 0.21, 0.05], [0.11, -0.16, -0.03], [-0.03, -0.18, 0.07], [-0.01, -0.08, -0.13], [-0.23, 0.09, 0.20], [0.09, 0.02, 0.18], [0.01, -0.03, 0.05], [-0.01, -0.04, -0.04], [0.02, 0.02, 0.07], [0.04, 0.04, 0.02], [0.04, 0.02, -0.04], [0.12, -0.24, 0.32], [0.27, 0.08, 0.17], [-0.01, 0.00, 0.02], [0.02, -0.04, 0.01], [-0.01, 0.00, 0.04], [-0.02, 0.01, -0.02], [-0.03, -0.04, 0.01], [0.01, -0.05, 0.02], [-0.02, 0.04, 0.04], [0.03, 0.02, -0.01], [-0.10, 0.02, -0.08], [-0.05, 0.03, -0.05], [0.01, -0.01, 0.05], [-0.04, -0.04, 0.02], [0.04, 0.00, -0.03], [-0.01, 0.03, 0.04], [-0.05, 0.02, -0.02], [0.01, 0.00, 0.01], [-0.01, 0.00, 0.02], [0.00, 0.02, 0.00], [-0.02, 0.14, 0.19], [0.43, -0.10, -0.54], [-0.18, 0.14, 0.21], [-0.15, 0.01, 0.22], [-0.34, -0.24, 0.01], [-0.19, 0.14, -0.55], [-0.04, 0.04, -0.13], [0.06, 0.01, -0.02], [0.06, -0.02, 0.03], [-0.17, -0.04, 0.02], [0.29, 0.34, 0.05], [0.04, -0.16, 0.01], [-0.23, 0.45, -0.17], [0.07, -0.26, 0.02], [0.06, 0.11, -0.06], [-0.09, 0.02, 0.00], [-0.03, 0.00, 0.06], [0.20, -0.18, -0.10], [0.05, 0.03, 0.00], [-0.07, 0.03, -0.03], [-0.04, -0.07, -0.04], [-0.01, -0.01, -0.04], [0.01, -0.01, 0.00], [0.00, 0.02, -0.02], [-0.01, -0.07, 0.03], [0.01, -0.01, -0.01], [-0.02, -0.01, 0.01], [0.05, 0.06, 0.05], [0.00, -0.03, -0.01], [-0.01, -0.02, 0.04], [0.01, -0.02, -0.06], [0.05, 0.00, 0.08], [0.01, -0.03, 0.00], [0.00, -0.02, -0.03], [0.03, -0.01, 0.00], [0.00, 0.02, 0.03], [-0.14, 0.16, -0.04], [-0.02, -0.19, -0.22], [-0.08, 0.07, -0.28], [0.33, 0.03, 0.28], [-0.14, 0.08, -0.07], [0.11, -0.08, 0.06], [-0.08, 0.02, 0.00], [0.09, -0.05, 0.03], [-0.02, 0.02, -0.35], [-0.03, -0.04, 0.03], [-0.02, -0.07, 0.01], [0.03, -0.02, 0.04], [0.01, -0.01, -0.02], [-0.01, 0.00, -0.01], [0.00, -0.01, 0.01], [-0.01, 0.03, -0.01], [0.20, -0.18, -0.14]],
  "lowdin_charge": [1.30, -0.03, -0.28, -0.04, -0.11, -1.17, 0.52, 0.83, -0.45, -0.28, -0.05, -0.08, -0.12, -0.11, -0.07, -0.13, -0.09, -0.13, -0.11, -0.01, -0.39, -0.35, 0.06, 0.08, 0.07, 0.07, 0.06, 0.09, 0.10, 0.09, 0.09, 0.10, 0.10, 0.08, 0.09, 0.10, -0.03, -0.60, -0.03, -0.03, -0.21, -0.20, 0.29, -0.17, -0.66, -0.04, -0.03, -0.05, -0.15, -0.65, -0.05, -0.02, -0.04, 0.07, 0.03, 0.08, 0.08, 0.07, 0.08, 0.10, 0.08, 0.04, 0.08, 0.08, 0.08, 0.08, 0.07, 0.08, 0.07, 0.08, 0.04, 0.03, 0.08, 0.07, 0.08, 0.08, 0.08, 0.07, 0.08, 0.08, -0.16, 0.39, -0.18, -0.18, -0.11, -0.37, -0.07, -0.12, -0.12, -0.05, -0.23, -0.04, -0.28, -0.03, -0.08, -0.12, -0.10, -0.03, 0.03, 0.02, -0.01, 0.01, 0.01, 0.02, 0.01, 0.01, 0.02, 0.08, 0.09, 0.08, 0.10, 0.01, 0.10, 0.08, 0.09, 0.12, -0.01, -0.38, 0.02, -0.13, -0.03, -0.10, -0.10, -0.07, -0.03, 0.06, 0.08, 0.09, 0.11, 0.09, 0.09, 0.11, 0.07]
}

{
  "formula": "C6H5N2",
  "method": "ωB97M-V with the def2-TZVPD basis set",
  "homo_lumo_gap_ev": 9.121,
  "e_tot_ha": -340.6034,
  "total_charge": 1,
  "fmax_ev_per_a": 4.6,
  "homo_ev": -15.38,
  "relative_energy_kj_mol": 593.01,
  "symbols": ["C", "C", "C", "C", "C", "C", "N", "N", "H", "H", "H", "H", "H"],
  "positions_angstrom": [[-1.2577, -1.0108, -0.4120], [2.2276, -0.2322, -0.9107], [-1.1460, 0.3714, -0.4254], [-0.0192, 0.2670, 0.6472], [0.2816, -1.3630, 0.6741], [1.2579, -0.4258, 0.1716], [2.7249, -0.1109, 0.2485], [-0.6691, -2.0241, -0.1905], [2.7156, -0.0411, -1.8394], [-1.1144, 0.6282, -1.4659], [-2.1042, 0.8601, 0.0083], [-0.3061, 0.4907, 1.6429], [0.5314, -1.8953, 1.5007]],
  "atomic_forces_ev_per_a": [[0.56, -2.26, 0.87], [0.63, 0.53, 2.49], [-3.52, 2.61, 1.34], [1.21, -1.68, -1.27], [1.31, 1.59, -1.22], [-0.29, 1.35, -1.53], [-1.28, -0.70, -0.34], [-0.93, -1.59, -1.62], [-0.45, -0.19, -0.97], [1.10, 1.06, -0.48], [1.61, -0.59, -0.69], [0.11, 1.08, 0.61], [-0.06, -1.21, 2.81]],
  "lowdin_charge": [0.08, 0.05, -0.02, 0.02, -0.11, -0.29, 0.25, 0.27, 0.13, 0.15, 0.19, 0.15, 0.14]
}